A structure of composition C32H28BrHgN2O3S2, computed with ωB97M-V/def2-TZVPD.

```
69
Properties=species:S:1:pos:R:3:mulliken_spin:R:1
Hg 0.750 0.768 -0.990 -0.003
Br 3.392 -3.355 4.744 -0.001
S -1.828 2.213 1.463 0.000
S -2.442 -0.457 -3.172 0.000
O -0.563 2.138 0.665 0.002
O 0.562 -1.113 -0.091 0.012
O -1.270 0.275 -2.594 0.003
N 2.768 1.078 0.047 -0.053
N 1.585 2.459 -2.021 0.023
C 3.051 -1.497 2.618 0.042
C 3.401 2.183 -0.418 -0.071
C -1.590 1.141 2.875 0.003
C -3.059 1.218 0.580 -0.001
C 3.155 0.299 1.026 0.345
C -2.889 -3.063 -3.832 0.000
C -2.648 -0.223 0.325 -0.003
C 2.537 -2.622 3.213 -0.033
C 4.623 2.690 0.073 0.230
C 1.544 4.206 -3.626 -0.058
C -1.104 -2.687 -2.239 0.000
C 4.618 4.499 -1.533 0.246
C -3.819 -0.391 -1.989 0.000
C 0.782 -2.646 1.614 -0.044
C -1.666 -4.925 -2.934 0.000
C 2.743 4.683 -3.137 0.143
C 2.768 2.886 -1.511 0.000
C -0.353 0.551 3.046 -0.010
C -2.409 0.116 4.871 0.000
C 1.274 -1.498 0.968 0.095
C -2.622 0.949 3.786 -0.001
C 5.204 3.818 -0.480 -0.096
C -0.148 -0.283 4.138 0.003
C 3.394 4.044 -2.065 -0.065
C -0.886 -4.058 -2.182 0.000
C -2.113 -2.210 -3.059 -0.001
C 1.386 -3.218 2.715 0.085
C -3.620 -0.969 -0.592 0.000
C 0.985 3.085 -3.041 0.125
C -2.668 -4.429 -3.760 0.000
C -1.175 -0.504 5.043 -0.004
C 2.459 -0.888 1.490 -0.060
H -3.203 1.783 -0.343 0.001
H -3.651 -2.664 -4.493 0.000
H 5.119 2.185 0.889 0.044
H 0.047 2.663 -3.376 0.038
H -0.102 -4.441 -1.542 0.000
H 6.144 4.173 -0.075 -0.004
H 4.072 0.526 1.570 0.039
H -0.502 -2.015 -1.641 0.002
H 3.204 5.561 -3.573 0.004
H -3.294 -2.007 -0.680 0.000
H -3.204 -0.049 5.586 0.000
H -4.106 0.662 -1.976 0.000
H -4.617 -0.925 -2.512 0.000
H 5.082 5.378 -1.960 0.012
H -3.266 -5.105 -4.357 0.000
H 3.949 -1.049 3.026 0.000
H 0.971 -4.101 3.180 0.009
H 0.436 0.741 2.330 0.007
H -3.577 1.445 3.655 0.000
H 0.813 -0.763 4.268 -0.001
H -1.014 -1.156 5.891 0.001
H -1.644 -0.261 -0.091 0.002
H 1.038 4.689 -4.450 -0.001
H -4.609 -1.001 -0.122 0.000
H -0.122 -3.079 1.203 -0.006
H -2.598 -0.753 1.279 -0.001
H -1.489 -5.992 -2.884 0.000
H -3.983 1.290 1.161 0.000
```

Summary:
<S²>: 0.82
2S+1: 2
Energy above the lowest of the compared OMol25 structures with the same formula, charge and spin, kJ/mol: 3.9
Electronic energy, eV: -138646.8427
Gap between HOMO and LUMO (alpha / beta), eV: 4.8 / 7.3
HOMO level (alpha / beta), eV: -4.6 / -7.1
Largest force on an atom, eV/A: 0.18
Lowest unoccupied orbital energy (alpha / beta), eV: 0.13 / 0.15



A structure of composition C32H28Cl3F3N2O5PSSiTl, computed with ωB97M-V/def2-TZVPD.

```
77
Properties=species:S:1:pos:R:3:lowdin_charge:R:1
Tl 1.021 1.614 -0.743 0.755
Cl 4.680 2.507 -1.522 0.231
Cl 4.112 -0.732 -1.220 0.242
Cl 4.074 1.158 1.458 0.212
S 1.500 0.891 -4.649 0.447
P 0.637 -1.799 -0.600 0.993
Si 3.460 1.131 -0.547 -0.660
F 3.236 -1.087 -4.596 0.098
F 4.079 0.797 -5.225 0.117
F 2.826 -0.326 -6.577 0.103
O 1.397 2.065 -5.480 -0.297
O 0.462 -0.108 -4.795 -0.316
O 1.898 1.145 -3.265 -0.444
O 2.169 5.566 1.037 0.006
O 1.692 3.857 -0.333 -0.153
N 1.074 2.330 1.856 0.106
N -0.893 1.122 -0.367 -0.138
C 0.212 0.266 2.692 -0.025
C 2.279 -2.811 1.409 -0.105
C 2.771 -5.126 1.835 -0.111
C -3.002 0.676 1.243 -0.070
C 0.701 1.574 2.929 -0.211
C -3.504 2.956 -2.318 -0.104
C 1.808 4.414 0.797 -0.626
C 1.519 4.159 3.327 0.008
C -2.219 2.571 -1.958 -0.230
C -3.187 1.426 -0.045 -0.245
C 1.043 -2.304 -2.320 -0.260
C -1.130 -2.267 -0.523 -0.373
C -1.981 -1.722 -1.490 -0.092
C -3.059 -3.233 0.569 -0.110
C -1.687 -3.011 0.512 -0.113
C 1.929 -5.489 0.787 -0.101
C -4.636 2.598 -1.597 -0.154
C 2.944 -3.788 2.146 -0.090
C 2.986 0.031 -5.290 -0.672
C -4.443 1.838 -0.446 -0.110
C 1.443 3.563 2.032 -0.179
C 0.401 1.219 5.313 -0.055
C 0.772 2.065 4.240 -0.160
C -3.891 -2.705 -0.407 -0.108
C -2.019 1.733 -0.822 -0.366
C 1.206 3.409 4.411 -0.016
C -1.067 3.021 -2.810 -0.072
C 1.270 -4.511 0.059 -0.102
C -3.346 -1.944 -1.435 -0.079
C -0.041 -0.051 5.072 -0.095
C -0.146 -0.528 3.742 -0.073
C 1.438 -3.157 0.357 -0.379
H -0.282 3.518 -2.233 0.055
H -5.294 1.564 0.174 0.087
H 1.267 3.820 5.414 0.106
H 1.786 -6.535 0.542 0.092
H 0.081 -0.048 1.660 0.060
H 3.292 -5.889 2.402 0.090
H -4.961 -2.861 -0.355 0.091
H -0.530 -1.522 3.553 0.098
H -3.612 3.572 -3.207 0.091
H -2.470 -0.267 1.098 0.047
H 2.422 -1.765 1.657 0.082
H -3.969 0.468 1.710 0.066
H -5.624 2.913 -1.908 0.067
H -0.608 2.199 -3.364 0.048
H -1.407 3.751 -3.547 0.077
H 2.127 -2.302 -2.426 0.002
H 1.839 5.189 3.381 0.108
H -2.388 1.253 1.942 0.070
H 0.647 -3.293 -2.558 0.041
H 0.606 -4.800 -0.747 0.102
H 0.644 -1.571 -3.028 0.015
H -1.577 -1.086 -2.269 0.108
H -3.988 -1.490 -2.179 0.105
H 0.467 1.603 6.326 0.101
H -3.476 -3.813 1.384 0.090
H -0.327 -0.692 5.897 0.091
H -1.048 -3.427 1.284 0.093
H 3.599 -3.493 2.955 0.098
```

Summary:
Energy above the lowest of the compared OMol25 structures with the same formula, charge and spin, kJ/mol: 0.0
Electronic energy, eV: -125279.0070
Net charge: -2
Gap between HOMO and LUMO, eV: 5.3
HOMO level, eV: -1.2
Largest force on an atom, eV/A: 0.76
Lowest unoccupied orbital energy, eV: 4.06



A structure of composition C32H28ClF3N5NaO2S3, computed with ωB97M-V/def2-TZVPD.

```
75
Properties=species:S:1:pos:R:3:lowdin_charge:R:1
Cl 4.215 5.613 3.288 0.565
S -3.824 0.613 0.337 0.491
S -1.919 2.293 -1.316 0.512
S 1.230 0.444 -0.916 0.897
Na -1.046 0.691 1.209 0.117
F -4.509 -4.170 -3.928 0.126
F -4.722 -4.861 -1.889 0.130
F -3.135 -5.647 -3.133 0.111
O -0.589 2.439 2.251 -0.061
O 1.757 -0.890 -0.463 -0.533
N -0.952 -1.560 2.072 0.125
N 0.963 0.176 2.767 0.113
N -4.377 4.603 -2.919 0.086
N -1.275 -1.410 -1.386 0.098
N -7.045 2.285 -0.589 0.086
C 2.962 -0.935 -3.517 -0.117
C 1.902 1.051 2.883 -0.099
C -4.432 3.745 -2.144 -0.329
C 2.784 4.633 3.017 -0.701
C 1.449 -0.885 -3.379 -0.289
C 1.542 -3.973 3.327 -0.065
C 1.551 5.270 2.793 -0.138
C 2.530 -3.105 3.690 -0.098
C 2.863 3.268 3.031 -0.108
C 0.184 -2.082 2.587 -0.147
C 1.587 3.766 -0.716 -0.089
C 0.923 0.377 -2.711 -0.339
C -0.966 -2.685 -1.190 -0.148
C 0.438 3.087 2.529 -0.388
C 2.376 -1.717 3.524 -0.026
C -3.811 -4.512 -2.826 -0.566
C -3.238 -2.092 -2.560 0.025
C -1.892 -3.755 1.935 -0.057
C 2.715 1.492 -0.926 -0.335
C 1.723 2.472 2.813 -0.147
C -3.500 1.923 -0.749 -1.204
C 2.548 2.892 -1.500 -0.289
C -1.744 -3.736 -1.650 -0.006
C -5.926 2.429 -0.848 -0.330
C -4.588 2.685 -1.223 -0.447
C -2.387 -1.113 -2.052 -0.143
C 0.338 -3.469 2.781 -0.163
C -1.941 -2.352 1.760 -0.129
C 0.428 4.536 2.567 -0.012
C -0.750 -4.305 2.433 -0.029
C -2.903 -3.418 -2.353 -0.128
C 1.239 -1.178 2.956 -0.189
H -2.586 -0.056 -2.170 0.035
H 2.988 1.550 0.131 0.080
H 0.985 -0.937 -4.371 0.109
H 1.510 6.353 2.791 0.095
H 2.943 0.745 3.062 0.110
H -0.047 -2.858 -0.642 0.108
H 3.814 2.782 3.218 0.101
H -0.158 0.468 -2.804 0.035
H 3.450 -3.480 4.121 0.093
H 1.364 1.268 -3.164 0.076
H 3.492 0.927 -1.445 0.077
H 3.544 3.350 -1.505 0.105
H 1.947 3.901 0.301 0.056
H 3.432 -0.995 -2.537 0.055
H 1.102 -1.755 -2.826 0.081
H 3.171 -1.067 3.862 0.092
H 2.247 2.839 -2.552 0.087
H 1.653 -5.042 3.463 0.099
H -2.747 -4.357 1.656 0.102
H 0.583 3.344 -0.666 0.023
H -2.814 -1.876 1.327 0.074
H 3.342 -0.048 -4.031 0.072
H -0.655 -5.377 2.575 0.107
H 1.501 4.753 -1.173 0.080
H 3.272 -1.810 -4.091 0.064
H -0.521 5.012 2.358 0.116
H -4.137 -1.807 -3.087 0.125
H -1.452 -4.762 -1.471 0.114
```

Summary:
Energy above the lowest of the compared OMol25 structures with the same formula, charge and spin, kJ/mol: 13.8
Electronic energy, eV: -102785.1940
Net charge: -2
Gap between HOMO and LUMO, eV: 5.2
HOMO level, eV: -1.5
Largest force on an atom, eV/A: 0.80
Lowest unoccupied orbital energy, eV: 3.66



A structure of composition C32H29F12N2O2Pt at a distorted geometry, computed with ωB97M-V/def2-TZVPD.

```
78
Properties=species:S:1:pos:R:3:mulliken_spin:R:1
Pt 0.566 0.635 0.939 1.577
F 0.866 -1.118 4.754 -0.001
F 3.450 -1.187 4.132 0.000
F -0.498 -0.868 3.116 0.011
F -0.086 -2.819 3.873 0.000
F 3.950 -2.450 2.472 0.000
F 2.042 3.647 -2.127 0.001
F 4.195 -0.038 -2.379 0.000
F 4.030 -0.297 -0.257 -0.001
F 3.745 2.757 -3.095 0.002
F 2.775 -3.208 4.093 0.002
F 5.133 1.344 -1.043 0.001
F 3.911 3.557 -1.121 -0.001
O 1.900 -0.330 2.279 0.102
O 2.265 1.822 -0.028 0.240
N 1.478 -0.931 -0.369 0.326
N -1.096 1.364 0.299 1.147
C 4.012 0.623 -1.209 0.015
C 0.116 3.751 1.268 0.085
C -2.203 1.700 0.906 0.093
C -4.441 2.302 2.524 0.180
C 2.694 1.487 -1.246 -0.004
C -0.314 -0.582 -3.575 -0.035
C 1.425 -2.215 0.024 -0.003
C -0.205 1.225 -5.340 -0.003
C 0.268 0.571 -4.079 0.064
C -1.748 4.765 -0.057 0.012
C -3.338 0.816 0.975 0.075
C -2.336 2.985 1.545 0.099
C -3.387 -0.452 0.160 0.038
C 1.690 -1.624 2.545 0.065
C 1.262 1.198 -3.333 -0.040
C -4.398 1.124 1.796 -0.104
C 1.257 -4.567 -0.600 -0.016
C 1.102 -4.933 0.731 0.032
C 1.104 -0.481 -1.602 -0.003
C 0.093 -1.098 -2.367 0.068
C 0.504 -1.645 3.577 -0.024
C 1.439 -2.610 1.391 -0.009
C 3.099 2.847 -1.908 0.029
C -1.368 4.115 1.282 0.012
C -2.337 -1.462 0.624 0.031
C 1.676 0.719 -2.109 -0.038
C 1.450 -3.254 -0.939 0.065
C 2.966 -2.117 3.311 0.016
C 0.817 -6.352 1.113 -0.002
C 1.283 -3.954 1.701 -0.017
C -3.247 -0.127 -1.327 0.016
C -3.420 3.227 2.359 -0.106
H -5.282 2.518 3.164 0.011
H -0.864 0.572 -5.907 0.000
H -1.528 4.851 2.082 0.004
H 0.169 -6.379 1.984 0.001
H -0.756 2.128 -5.072 0.005
H -1.331 -1.053 0.483 0.016
H 1.290 -4.280 2.730 0.000
H 1.221 -5.321 -1.375 0.000
H -1.099 -1.081 -4.125 0.000
H -2.754 5.176 -0.012 -0.002
H 0.372 3.028 2.050 -0.008
H -3.482 4.176 2.877 0.002
H 1.741 -6.873 1.365 0.002
H 0.411 3.340 0.303 -0.028
H -5.219 0.424 1.870 0.001
H -1.703 4.024 -0.850 0.002
H 0.337 -6.877 0.289 0.001
H 1.690 2.093 -3.752 0.000
H -1.054 5.565 -0.297 0.001
H -0.395 -1.982 -1.985 0.003
H -2.423 -2.393 0.067 -0.002
H -3.274 -1.035 -1.927 -0.001
H 0.713 4.644 1.434 0.009
H 0.638 1.522 -5.963 0.003
H -2.304 0.384 -1.499 -0.007
H -2.465 -1.673 1.681 0.000
H 1.652 -2.983 -1.965 -0.004
H -4.065 0.521 -1.642 -0.005
H -4.378 -0.898 0.314 0.003
```

Summary:
<S²>: 6.06
2S+1: 5
Energy above the lowest of the compared OMol25 structures with the same formula, charge and spin, kJ/mol: 73.3
Electronic energy, eV: -76586.3594
Net charge: -1
Gap between HOMO and LUMO (alpha / beta), eV: 6.7 / 5.0
HOMO level (alpha / beta), eV: -4.2 / -4.3
Largest force on an atom, eV/A: 2.38
Lowest unoccupied orbital energy (alpha / beta), eV: 2.51 / 0.73



A structure of composition C32H29F3N6O5PPbS, computed with ωB97M-V/def2-TZVPD.

```
78
Properties=species:S:1:pos:R:3:lowdin_charge:R:1
Pb 0.858 -0.260 2.600 1.233
S 1.762 2.051 1.823 0.578
P -1.097 -1.589 -1.348 0.766
F 1.766 5.114 1.963 0.150
F -0.121 6.167 1.971 0.174
F 0.258 4.639 0.488 0.102
O 1.204 0.189 -1.577 -0.002
O 2.743 -2.594 -3.608 0.039
O -1.092 -0.886 0.090 -0.260
O -0.698 -2.360 0.069 -0.184
O -2.610 2.104 0.990 0.009
N -1.879 1.655 -0.061 0.013
N -0.252 1.681 3.462 -0.125
N 1.048 2.446 -1.470 0.193
N 2.225 -0.230 4.507 -0.181
N 2.931 1.422 -2.365 0.200
N 4.309 -0.452 8.077 0.176
C 2.401 -3.526 -4.558 -0.024
C 0.179 -2.426 -2.398 -0.119
C 2.822 0.862 5.039 -0.135
C -5.044 -2.385 -1.295 -0.036
C 1.716 1.312 -1.768 -0.615
C -2.437 1.566 -1.197 -0.084
C 3.530 0.828 6.208 0.017
C 2.340 -1.395 5.183 -0.163
C 0.577 -1.637 -3.488 -0.103
C 1.780 -1.763 -4.130 -0.015
C -0.145 3.929 2.693 -0.112
C -1.801 3.271 4.305 -0.015
C -0.376 -0.484 -3.756 -0.217
C -4.195 -3.291 -3.361 -0.043
C -1.301 1.991 4.231 -0.098
C -1.632 1.136 -2.372 -0.164
C -0.633 1.814 -4.539 0.008
C 0.964 -4.733 -2.984 0.053
C -1.211 4.250 3.514 0.040
C -5.255 -3.049 -2.496 -0.030
C -2.707 -2.196 -1.817 -0.257
C 0.477 -3.748 -2.114 0.027
C -3.774 -1.948 -0.953 -0.051
C -2.921 -2.867 -3.023 -0.075
C 3.023 -1.519 6.358 0.009
C 0.352 2.618 2.705 -0.689
C -1.007 -0.093 -2.475 -0.065
C -0.074 0.597 -4.713 0.065
C 3.645 -0.385 6.918 -0.287
C 1.610 -4.599 -4.208 0.039
C -1.423 2.059 -3.391 0.096
C 0.451 4.981 1.796 -0.600
H -2.099 -3.086 -3.698 0.105
H 3.437 2.292 -2.335 0.121
H 1.854 -2.261 4.754 0.101
H -0.490 2.613 -5.255 0.139
H 4.747 0.361 8.475 0.127
H -3.476 1.861 -1.369 0.152
H -3.605 -1.444 -0.010 0.116
H 3.992 1.732 6.578 0.126
H 0.495 0.371 -5.607 0.141
H -1.279 -0.937 -4.245 0.213
H -3.511 2.335 0.695 0.120
H -1.883 3.037 -3.304 0.152
H -4.364 -3.814 -4.292 0.121
H 4.387 -1.316 8.587 0.127
H 0.057 -4.135 -1.191 0.132
H 2.119 -1.095 -4.915 0.161
H -6.249 -3.385 -2.758 0.126
H 2.711 1.784 4.485 0.084
H 1.600 -5.436 -4.897 0.148
H 2.936 -3.474 -5.502 0.168
H 3.492 0.587 -2.380 0.117
H -5.872 -2.211 -0.621 0.123
H -1.583 5.264 3.531 0.139
H 0.314 2.334 -0.785 0.059
H -2.626 3.499 4.963 0.124
H 1.565 3.310 -1.383 0.119
H -1.730 1.181 4.807 0.130
H 3.073 -2.480 6.852 0.126
H 0.704 -5.749 -2.700 0.146
```

Summary:
Energy above the lowest of the compared OMol25 structures with the same formula, charge and spin, kJ/mol: 571.2
Electronic energy, eV: -86328.1042
Net charge: +3
Gap between HOMO and LUMO, eV: 5.2
HOMO level, eV: -15.0
Largest force on an atom, eV/A: 0.36
Lowest unoccupied orbital energy, eV: -9.85



A structure of composition C32H29I3N3OPZr at a distorted geometry, computed with ωB97M-V/def2-TZVPD.

```
70
Properties=species:S:1:pos:R:3:nbo_charge:R:1
I 1.998 -0.322 3.554 0.195
I 6.590 -3.627 1.278 0.225
I -3.582 -1.791 0.376 0.247
Zr -0.617 -0.937 -0.099 1.974
P -0.038 1.703 -0.477 0.876
O 1.111 -0.755 0.648 -0.862
N -0.313 -0.054 -2.779 -0.827
N 0.498 -2.664 -1.305 -0.669
N -0.535 -2.720 1.269 -0.604
C 4.146 -2.038 2.178 -0.241
C -0.640 2.277 -2.105 -0.394
C -1.535 0.898 1.721 -0.336
C 1.872 3.644 -0.236 -0.135
C -0.070 -5.040 1.574 -0.226
C -0.006 3.957 1.250 -0.197
C -0.731 -3.716 3.441 -0.229
C -2.639 0.853 2.571 -0.159
C -0.775 1.290 -3.087 0.135
C 0.638 3.224 0.261 -0.360
C -1.591 2.942 -4.629 -0.153
C -3.860 1.365 2.148 -0.163
C 1.947 -2.394 -1.513 -0.217
C -3.976 1.957 0.898 -0.175
C 2.725 -2.285 -0.224 -0.127
C -0.381 -4.957 2.921 -0.093
C 2.438 4.812 0.235 -0.209
C -2.873 2.049 0.059 -0.114
C -0.940 3.602 -2.414 -0.112
C 1.788 5.555 1.207 -0.165
C 3.962 -2.896 -0.068 -0.214
C -1.643 1.518 0.456 -0.401
C 2.929 -1.417 2.009 -0.190
C -1.281 1.623 -4.334 -0.226
C 0.244 -3.985 -0.685 -0.273
C -2.304 -1.600 -1.425 -1.075
C 0.574 5.123 1.715 -0.192
C -1.393 3.933 -3.680 -0.211
C -0.813 -2.636 2.581 0.090
C 2.218 -1.467 0.802 0.315
C -0.133 -3.899 0.779 0.248
C 4.682 -2.751 1.110 -0.151
H 2.037 -1.438 -2.052 0.212
H -1.121 -1.662 2.955 0.224
H -1.606 4.960 -3.930 0.242
H 0.083 -2.688 -2.242 0.412
H -0.947 -3.593 4.491 0.255
H -2.957 2.567 -0.886 0.235
H 0.700 -0.046 -2.942 0.396
H -2.550 0.465 3.576 0.238
H -4.916 2.395 0.598 0.246
H -0.954 3.629 1.651 0.218
H -2.403 -2.584 -1.902 0.229
H -4.714 1.319 2.806 0.246
H -1.426 0.856 -5.085 0.226
H -2.859 -0.887 -2.047 0.245
H 2.376 3.060 -0.996 0.210
H 4.394 -3.462 -0.880 0.238
H 0.072 5.700 2.474 0.235
H 2.228 6.469 1.572 0.238
H -0.571 -4.497 -1.217 0.250
H -0.709 -0.669 -3.496 0.398
H -0.806 4.370 -1.666 0.230
H -0.543 0.606 2.092 0.267
H 0.220 -5.983 1.137 0.247
H 1.131 -4.633 -0.765 0.244
H 2.398 -3.180 -2.136 0.227
H 3.386 5.150 -0.152 0.236
H -1.969 3.195 -5.608 0.243
H -0.341 -5.832 3.552 0.253
H 4.679 -1.959 3.113 0.256
```

Summary:
Energy above the lowest of the compared OMol25 structures with the same formula, charge and spin, kJ/mol: 170.3
Electronic energy, eV: -75032.4230
Net charge: +2
Gap between HOMO and LUMO, eV: 6.6
HOMO level, eV: -12.9
Largest force on an atom, eV/A: 2.74
Lowest unoccupied orbital energy, eV: -6.37